[1]
Here is one molecule with the formula C15H14ClN3OS at a distorted geometry from the OMol25 dataset. Energies are from ωB97M-V/def2-TZVPD.

Results
Frontier orbital gap in eV: 8.59
HOMO in eV: -8.2775

Geometry (Å):
1 H -1.837407 2.343741 2.756926
2 C 1.255044 3.684872 -0.419376
3 H 1.488905 -2.292443 -2.798722
4 C 1.060101 4.766654 0.434816
5 C 0.216854 4.485248 1.496011
6 H -0.663355 2.322374 3.895447
7 C 0.139074 2.094748 1.078965
8 H -1.434196 3.815711 3.609157
9 Cl 1.826107 6.427647 0.214536
10 H -0.017314 5.270894 2.170057
11 H -0.000927 0.944793 -1.466577
12 O 2.984837 -0.168651 -1.910978
13 C -1.067481 2.909243 3.156089
14 H -1.201002 0.735703 1.947406
15 C 1.111941 -1.521241 -0.795269
16 H -0.308003 -4.687541 -3.322584
17 H -0.375783 0.179432 0.496273
18 C -0.314483 -3.043555 -0.322889
19 N 0.964287 -2.340812 -1.929694
20 H 1.856302 3.882570 -1.254721
21 C -1.871112 -4.918602 -0.343514
22 N -0.418302 0.832276 1.301222
23 C -1.281934 -3.846489 0.351754
24 H -1.586562 -3.733120 1.356707
25 N 0.396647 -2.017430 0.193932
26 H -1.845014 -6.064253 -2.223731
27 H 1.473502 1.777172 -2.106499
28 C -0.194520 3.168896 1.902849
29 S 2.104963 0.001672 -0.728970
30 C 0.841703 2.340178 -0.100855
31 C 1.020227 1.290495 -1.221830
32 C -1.367499 -5.217947 -1.668383
33 C -0.419834 -4.443328 -2.294470
34 C 0.040440 -3.350967 -1.615070
35 H -2.576209 -5.627937 0.161989

Cartesian forces, eV/Å:
H -2.273 -0.856 -0.390
C 0.286 -0.872 1.386
H -0.081 0.311 0.467
C -0.502 -0.542 -0.116
C 0.166 -1.148 1.684
H 1.608 -1.336 1.630
C -1.312 -0.623 -0.511
H -0.184 0.325 -0.070
Cl -1.084 -2.088 0.082
H -0.309 0.673 0.533
H 0.469 -0.181 -0.247
O 0.577 -0.054 -0.268
C 0.936 2.210 -2.514
H 0.603 -0.048 -0.579
C -1.350 -1.795 -0.497
H 0.892 0.197 -0.703
H -0.366 0.480 1.416
C -1.544 -1.969 1.806
N 0.221 0.477 -0.096
H 0.663 -0.172 -1.361
C 1.451 -0.024 -0.336
N 0.578 -0.208 -0.713
C -0.300 -1.273 -1.747
H 0.013 0.653 0.947
N 0.505 2.237 -0.131
H 0.634 0.834 0.535
H -0.134 -0.554 0.460
C 0.638 1.868 0.253
S 1.268 -1.791 0.006
C 0.744 2.053 -1.508
C -2.081 1.808 0.707
C -1.676 -0.612 1.016
C -1.578 -1.105 -0.347
C 1.871 2.152 -0.182
H 0.652 0.972 -0.613

---

[2]
Here is C15H14ClNO10STl as an isolated structure from the OMol25 dataset. Energies are from ωB97M-V/def2-TZVPD.

Results
Net charge: -1
Frontier orbital gap (alpha / beta) in eV: 5.84 / 5.80
HOMO (alpha / beta) in eV: -6.4620 / -6.4446

Geometry (Å):
1 O -0.761703 2.482264 2.151996
2 H 1.086384 -2.705331 -4.104614
3 O 4.898526 2.879737 -0.290280
4 C 2.119260 -1.793089 -1.923014
5 O 0.833759 3.383371 3.721285
6 H -2.122166 -1.496438 -1.834806
7 C -2.381473 -0.131734 2.171347
8 C 2.636398 -1.253589 -0.748109
9 C -4.013350 1.211063 1.066503
10 H -4.253539 0.347160 3.035551
11 H 3.692559 -1.051055 -0.648398
12 H 2.129973 -0.455475 1.168363
13 H -3.495951 2.032772 -0.843753
14 C -1.003166 1.262489 -1.223819
15 C -1.920990 0.839627 -0.069408
16 C 0.377579 -1.075621 0.081864
17 C -1.559567 -2.191228 -1.208885
18 H 2.795272 -2.031557 -2.734762
19 O 0.055223 1.879337 -1.017869
20 S 0.003323 2.252898 3.378749
21 H -2.026031 -0.722494 3.001670
22 O 3.241813 1.562461 -1.312599
23 Cl 4.376163 1.542437 -0.413830
24 H -0.076901 -3.694010 -3.221458
25 C 0.281871 -2.673631 -3.372276
26 O -1.533438 0.932814 -2.300948
27 H -1.585204 -3.176440 -1.674001
28 C 0.765512 -2.056480 -2.089932
29 H -4.979970 1.698805 1.092781
30 C -3.191979 1.403055 -0.018826
31 C -0.140751 -1.727316 -1.081472
32 O 1.136446 1.162611 2.926351
33 C -1.532150 -0.035946 1.015773
34 C -3.610292 0.439928 2.173719
35 H 0.694909 0.374778 2.553575
36 C 1.775691 -0.932213 0.265123
37 O 5.380642 0.638069 -0.901010
38 H -0.539018 -2.091973 -3.790582
39 Tl 1.728616 3.118407 0.809861
40 N -0.366178 -0.636252 1.119787
41 H -2.061833 -2.259020 -0.243294
42 O -0.760203 1.644991 4.441480
43 O 3.905934 1.101820 0.892169

Cartesian forces, eV/Å:
O -0.060 -0.103 -0.135
H 0.009 -0.003 -0.010
O 0.135 -0.072 0.014
C 0.089 0.052 0.058
O 0.104 -0.005 0.170
H -0.057 0.034 -0.068
C 0.005 -0.021 -0.040
C -0.041 0.033 0.119
C -0.056 0.028 -0.007
H -0.046 -0.018 0.030
H -0.004 -0.083 -0.024
H 0.085 -0.073 -0.034
H -0.006 0.004 0.024
C 0.043 0.100 -0.311
C 0.349 -0.223 -0.009
C -0.089 -0.042 0.088
C -0.081 0.184 0.122
H 0.030 0.002 -0.014
O -0.307 -0.274 0.431
S -0.149 0.227 0.009
H 0.071 0.019 0.065
O 0.018 -0.003 -0.057
Cl -0.049 0.494 -0.047
H -0.009 -0.031 -0.009
C -0.001 -0.013 0.005
O -0.021 -0.190 -0.025
H -0.030 0.016 0.006
C -0.208 0.049 0.075
H -0.007 0.010 -0.020
C 0.098 0.107 -0.058
C 0.152 0.088 -0.136
O 0.009 -0.213 -0.043
C -0.253 0.345 0.034
C 0.033 0.003 0.055
H -0.077 0.196 0.162
C 0.056 -0.067 -0.036
O 0.092 -0.109 -0.001
H -0.037 0.022 -0.034
Tl -0.200 -0.138 -0.214
N 0.291 -0.265 -0.176
H 0.015 0.059 -0.016
O 0.047 -0.102 -0.034
O 0.058 -0.028 0.093

---

[3]
Here is C15H14I2N3O2 as an isolated structure at a distorted geometry from the OMol25 dataset. Energies are from ωB97M-V/def2-TZVPD.

Results
Net charge: +1
Frontier orbital gap in eV: 8.78
HOMO in eV: -12.2740

Geometry (Å):
1 N -3.983265 0.616701 2.808649
2 C 0.829429 -1.881512 0.318590
3 H 6.064482 -1.697463 -0.383651
4 O 0.099319 -2.674878 -0.148019
5 H 0.113060 4.408626 -1.514546
6 C -2.614828 -1.192720 1.756394
7 H -3.225541 -0.911120 3.858400
8 H -1.785011 -1.738955 2.195681
9 H -4.000485 0.968757 1.849658
10 C 4.226930 -2.566958 -1.024542
11 C 4.996420 -1.727689 -0.228662
12 H 4.662368 -3.193222 -1.783520
13 H 5.039608 -0.318656 1.377391
14 C 4.421090 -0.945318 0.759308
15 C -1.961541 1.928324 -2.115020
16 C -2.657090 0.458281 -0.238001
17 C 2.269948 -1.812158 0.158696
18 C -0.681402 3.814703 -1.075861
19 H 0.466491 0.880972 -0.997110
20 C 2.858852 -2.601366 -0.825277
21 I -3.193533 1.027911 -3.562014
22 I -1.865957 4.407260 -3.803220
23 H -1.321241 4.487837 -0.513081
24 H -3.254292 -1.933726 1.283684
25 C -1.479919 3.170196 -2.166224
26 O 0.272030 -0.823370 1.141394
27 C -3.311786 -0.446858 2.883091
28 C -2.056494 -0.322964 0.692614
29 H -3.708463 0.591264 -0.381945
30 N -0.705235 -0.186772 0.436749
31 H 2.226875 -3.233951 -1.427093
32 C 3.051945 -0.978283 0.954921
33 H -0.220543 3.111102 -0.396037
34 H 2.600314 -0.363140 1.715227
35 N -1.679725 1.051230 -1.017014
36 C -0.492811 0.627911 -0.589609

Cartesian forces, eV/Å:
N 0.180 -0.085 -0.148
C 0.339 -0.316 0.022
H 0.105 0.042 0.037
O -0.925 -0.428 -0.468
H 0.104 0.124 -0.007
C 0.631 0.102 0.096
H 0.014 -0.164 0.142
H 0.075 -0.205 -0.006
H -0.074 0.162 0.044
C -0.432 0.204 0.267
C 0.245 -0.200 -0.166
H 0.184 -0.015 -0.109
H 0.101 0.132 0.099
C -0.144 -0.058 -0.015
C -0.132 -0.005 -0.747
C 0.087 -0.104 0.304
C 0.442 0.456 0.369
C 0.134 0.145 -0.237
H 0.132 0.028 -0.080
C -0.031 -0.237 -0.110
I 0.249 0.067 0.275
I 0.045 -0.101 0.243
H -0.080 0.133 0.098
H -0.287 -0.082 0.150
C -0.110 -0.149 -0.009
O 0.260 0.706 -0.228
C -0.363 0.114 -0.037
C 0.006 -0.027 -0.259
H -0.160 0.222 -0.333
N -0.350 -0.248 0.428
H -0.059 -0.127 -0.077
C 0.167 0.094 -0.080
H -0.057 -0.140 0.202
H -0.071 0.051 0.118
N -0.295 -0.192 0.365
C 0.072 0.101 -0.144

---

Number 1: E_tot -45656.078 eV. Number 2: E_tot -65792.943 eV. Number 3: E_tot -40539.613 eV.